[1]
C14H18N2O3S2 | ωB97M-V/def2-TZVPD

Summary:
Structure (SMILES): CCOC(=O)CCCSc1nc2sc(C)c(C)c2c(=O)[nH]1
ΔE to the lowest compared entry with this formula, charge and spin: 0.0 kcal per mole
Frontier orbital gap: 8.48 eV
DFT total energy: -45604.99120 eV

Each line ends with the Mulliken charge.
Cartesian coordinates (Å):
C: -6.993 1.012 0.584  -1.0810
C: -5.887 0.485 1.487  -0.2307
O: -4.969 -0.337 0.761  -0.3242
C: -3.990 0.281 0.093  0.4401
O: -3.817 1.470 0.090  -0.5769
C: -3.143 -0.728 -0.652  -0.4967
C: -1.932 -0.077 -1.310  -0.4283
C: -1.132 -1.065 -2.138  -0.7541
S: -0.394 -2.386 -1.117  -0.2365
C: 1.081 -1.606 -0.602  0.2094
N: 1.361 -0.414 -1.014  -0.2102
C: 2.535 0.092 -0.584  0.2052
S: 3.083 1.662 -1.037  -0.3135
C: 4.543 1.446 -0.104  0.7738
C: 5.567 2.523 -0.054  -1.1736
C: 4.598 0.234 0.518  -0.0070
C: 5.737 -0.206 1.374  -1.6057
C: 3.443 -0.556 0.248  0.2771
C: 3.124 -1.886 0.711  0.3515
O: 3.770 -2.612 1.435  -0.6972
N: 1.885 -2.330 0.217  -0.0794
H: -6.573 1.664 -0.177  0.3114
H: -7.507 0.187 0.100  0.2903
H: -7.707 1.577 1.175  0.3632
H: -5.337 1.317 1.937  0.3128
H: -6.290 -0.163 2.268  0.2970
H: -2.838 -1.507 0.049  0.3196
H: -3.781 -1.201 -1.403  0.2366
H: -1.288 0.365 -0.548  0.2750
H: -2.267 0.733 -1.961  0.3814
H: -0.299 -0.575 -2.639  0.3861
H: -1.761 -1.583 -2.861  0.5108
H: 5.729 2.846 0.975  0.2933
H: 6.519 2.161 -0.443  0.2943
H: 5.251 3.379 -0.644  0.4058
H: 5.546 -1.204 1.754  0.3956
H: 5.869 0.478 2.212  0.3213
H: 6.663 -0.213 0.800  0.3194
H: 1.603 -3.262 0.498  0.2441

***

[2]
C14H18N6 | ωB97M-V/def2-TZVPD

Summary:
Structure (SMILES): Nc1nc(NC2CCCCC2)nc(-c2cccnc2)n1
Frontier orbital gap: 9.50 eV
DFT total energy: -23751.99580 eV

Each line ends with the Mulliken charge.
Cartesian coordinates (Å):
N: 4.466 1.680 -0.543  -0.5126
C: 3.303 1.103 -0.433  0.4287
N: 2.372 1.779 0.181  -0.6747
C: 1.233 1.158 0.102  0.3617
N: 0.204 1.805 0.695  -0.2466
C: -0.926 1.100 1.224  0.6592
C: -1.439 1.936 2.384  -0.9861
C: -2.645 1.185 2.989  -0.7924
C: -3.785 1.101 1.962  -0.5890
C: -3.320 0.389 0.703  -0.6745
C: -1.984 0.976 0.158  -0.9450
N: 0.992 0.006 -0.471  -0.3544
C: 2.002 -0.528 -1.106  0.0280
C: 1.812 -1.826 -1.797  0.5653
C: 0.688 -2.602 -1.554  -0.1907
C: 0.557 -3.850 -2.203  -0.5106
C: 1.558 -4.239 -3.100  -0.2505
N: 2.628 -3.476 -3.358  -0.6499
C: 2.759 -2.290 -2.720  -0.1959
N: 3.165 0.033 -1.151  -0.5050
H: 4.920 1.278 -1.353  0.2802
H: 4.344 2.709 -0.518  0.2625
H: 0.559 2.602 1.254  0.3432
H: -0.608 0.129 1.598  0.1787
H: -0.701 2.023 3.151  0.4708
H: -1.760 2.933 2.034  0.3608
H: -2.322 0.167 3.261  0.3363
H: -2.955 1.644 3.929  0.3477
H: -4.149 2.087 1.698  0.3087
H: -4.643 0.486 2.396  0.3014
H: -3.130 -0.672 0.973  0.3180
H: -4.100 0.403 -0.067  0.3505
H: -2.216 1.969 -0.235  0.2914
H: -1.624 0.417 -0.712  0.2931
H: -0.069 -2.274 -0.811  0.3940
H: -0.302 -4.492 -2.049  0.3817
H: 1.481 -5.176 -3.617  0.3737
H: 3.637 -1.673 -2.895  0.4422

***

[3]
C14H18N6O2OsPS3Sb | ωB97M-V/def2-TZVPD

Summary:
Total charge: +1
ΔE to the lowest compared entry with this formula, charge and spin: 10.6 kcal per mole
Frontier orbital gap (spin up / spin down): 6.98 / 5.80 eV
2S+1: 6
DFT total energy: -78638.87743 eV

Each line ends with the Löwdin spin population.
Cartesian coordinates (Å):
Os: -1.243 -0.250 -1.426  2.7469
C: -0.311 -0.188 4.371  0.0011
N: -0.973 -0.560 3.131  0.0046
C: -2.093 -1.331 3.016  0.0024
C: -2.355 -1.438 1.679  0.0092
N: -1.416 -0.741 0.985  0.1033
C: -0.587 -0.218 1.873  0.0084
P: 0.851 0.839 1.523  0.0021
C: 0.000 2.071 0.479  0.0079
N: -0.881 1.825 -0.485  0.0208
C: -1.220 3.029 -1.028  0.0046
C: -0.544 4.018 -0.375  0.0012
N: 0.228 3.403 0.570  0.0029
C: 1.140 4.066 1.489  0.0003
C: 1.560 -0.120 0.137  0.0108
N: 0.937 -0.499 -0.976  0.0147
C: 1.868 -1.088 -1.784  0.0041
C: 3.072 -1.068 -1.145  -0.0005
N: 2.868 -0.460 0.061  0.0055
C: 3.892 -0.193 1.059  0.0005
H: -0.873 -0.592 5.208  0.0002
H: -0.263 0.894 4.473  0.0001
H: 0.701 -0.591 4.398  0.0001
H: -2.597 -1.746 3.872  0.0005
H: -3.155 -1.957 1.176  0.0002
H: -1.916 3.105 -1.843  0.0007
H: -0.544 5.085 -0.519  0.0001
H: 0.965 5.137 1.449  0.0000
H: 2.176 3.872 1.213  0.0001
H: 0.971 3.718 2.505  0.0001
H: 1.613 -1.454 -2.764  0.0001
H: 4.032 -1.442 -1.457  -0.0001
H: 4.788 -0.752 0.807  0.0000
H: 3.558 -0.505 2.046  0.0001
H: 4.134 0.868 1.086  0.0002
S: -0.720 1.243 -3.767  0.4014
Sb: -2.963 0.707 -4.431  0.1427
S: -3.382 -0.220 -2.096  0.5291
S: -2.668 -1.285 -5.614  0.8858
C: -1.422 -4.311 -2.607  0.0026
O: -1.546 -3.048 -1.912  0.0147
C: -1.047 -1.970 -2.519  0.0250
O: -0.446 -1.998 -3.565  0.0454
H: -2.245 -4.929 -2.264  0.0001
H: -0.470 -4.772 -2.348  0.0001
H: -1.475 -4.155 -3.680  -0.0001

***

[4]
C14H18O5 | ωB97M-V/def2-TZVPD

Summary:
Structure (SMILES): C/C=C/C=C/C(=O)O[C@@H]1C=C2CO[C@H](O)[C@]2(O)CC1
ΔE to the lowest compared entry with this formula, charge and spin: 114.8 kcal per mole
Frontier orbital gap: 9.26 eV
DFT total energy: -25043.02051 eV

Each line ends with the Mulliken charge.
Cartesian coordinates (Å):
C: 4.189 -5.142 0.869  -1.1106
C: 3.244 -4.057 0.308  -0.3521
C: 1.875 -4.104 0.556  -0.3953
C: 1.077 -2.957 0.067  0.1015
C: -0.184 -3.130 0.169  -0.3132
C: -1.087 -2.152 -0.329  0.3269
O: -2.123 -2.600 -0.800  -0.5811
O: -0.655 -0.851 -0.581  -0.2928
C: -1.536 0.197 -1.056  0.2459
C: -0.674 1.426 -1.576  -1.2816
C: -0.652 2.675 -0.968  0.2550
C: 0.455 3.673 -1.182  -0.8488
O: 0.233 4.772 -0.251  -0.4237
C: -0.663 4.153 0.722  -0.5632
O: 0.145 3.895 1.852  -0.5542
C: -1.418 2.988 0.139  1.6445
O: -2.584 3.645 -0.376  -0.6205
C: -1.933 1.847 0.932  -0.7988
C: -2.574 0.737 0.000  -1.0143
H: 5.175 -4.638 0.969  0.3224
H: 3.989 -5.485 1.883  0.3389
H: 4.209 -5.933 0.113  0.2728
H: 3.639 -3.270 -0.229  0.4354
H: 1.528 -4.918 1.031  0.4297
H: 1.595 -2.113 -0.376  0.3332
H: -0.811 -4.043 0.506  0.2466
H: -2.064 -0.081 -1.940  0.3329
H: 0.063 1.147 -2.317  0.4419
H: 1.444 3.150 -1.041  0.2807
H: 0.366 3.887 -2.252  0.4163
H: -1.381 4.936 0.911  0.4210
H: 0.229 4.736 2.327  0.3740
H: -3.058 3.095 -1.100  0.4332
H: -2.789 2.107 1.539  0.3519
H: -1.031 1.399 1.484  0.2982
H: -2.896 -0.091 0.628  0.3765
H: -3.344 1.100 -0.626  0.4710

***

[5]
C14H19AgF6N4O7S4 | ωB97M-V/def2-TZVPD

Summary:
Total charge: -2
ΔE to the lowest compared entry with this formula, charge and spin: 0.0 kcal per mole
Frontier orbital gap: 6.36 eV
DFT total energy: -98766.35042 eV

Each line ends with the Mulliken charge.
Cartesian coordinates (Å):
Ag: -0.042 -0.479 -1.139  0.9704
S: 2.657 0.676 -1.000  -0.4709
C: 1.628 2.041 -0.944  0.3473
C: 2.093 3.358 -0.684  -0.7868
C: 1.206 4.401 -0.591  -0.0262
C: -0.164 4.175 -0.760  -0.7696
C: -0.554 2.874 -1.031  -0.5987
N: 0.297 1.858 -1.126  0.0182
H: 3.155 3.513 -0.553  0.3732
H: 1.575 5.401 -0.382  0.3456
H: -0.896 4.967 -0.686  0.3959
H: -1.597 2.605 -1.166  0.4102
C: -3.906 -0.509 1.338  -0.8457
S: -3.195 -0.861 -0.269  0.9420
O: -2.165 -1.868 -0.011  -0.6293
O: -4.311 -1.312 -1.081  -0.6976
O: -2.591 0.398 -0.711  -0.6800
H: -4.585 -1.318 1.602  0.3529
H: -4.451 0.432 1.289  0.3011
H: -3.109 -0.441 2.076  0.0870
F: -1.055 -4.392 -3.767  -0.2456
C: -1.016 -3.709 -2.621  0.6978
F: -1.719 -2.601 -2.790  -0.1865
F: -1.597 -4.462 -1.682  -0.2459
S: 0.743 -3.387 -2.156  0.8776
O: 0.750 -2.952 -0.783  -0.5571
O: 1.394 -4.633 -2.461  -0.6821
N: 1.096 -2.185 -3.108  -0.2430
S: 2.108 -2.426 -4.324  0.9303
O: 1.596 -3.290 -5.354  -0.6495
O: 3.479 -2.572 -3.934  -0.6433
C: 1.970 -0.731 -5.056  0.6531
F: 0.700 -0.400 -5.290  -0.2360
F: 2.529 0.198 -4.301  -0.2179
F: 2.612 -0.745 -6.244  -0.2513
C: -0.633 1.307 2.040  -0.2617
C: -0.852 1.365 3.577  -0.8538
N: 0.103 0.489 4.266  -0.2325
C: 1.463 0.895 3.890  -0.7207
C: 1.662 0.797 2.352  -0.8025
N: 0.421 0.347 1.736  0.4407
C: 0.074 -0.973 2.259  -0.2236
C: -0.115 -0.886 3.798  -0.8617
H: -0.325 2.278 1.646  0.3584
H: -1.534 1.021 1.496  0.0145
H: -1.861 1.041 3.851  0.2656
H: -0.719 2.382 3.961  0.3665
H: 2.164 0.247 4.426  0.2661
H: 1.622 1.916 4.251  0.3464
H: 2.453 0.098 2.078  0.5222
H: 1.932 1.761 1.915  0.2384
H: 0.877 -1.661 1.988  0.5316
H: -0.823 -1.328 1.750  -0.0707
H: 0.585 -1.539 4.329  0.2803
H: -1.126 -1.183 4.092  0.3566

***

[6]
C14H19BN | ωB97M-V/def2-TZVPD

Summary:
Total charge: +1
ΔE to the lowest compared entry with this formula, charge and spin: 36.2 kcal per mole
Frontier orbital gap: 5.73 eV
DFT total energy: -16983.62514 eV

Each line ends with the Mulliken charge.
Cartesian coordinates (Å):
C: -3.077 -0.407 -3.627  -1.2870
C: -3.208 0.588 -2.500  0.7594
N: -2.325 0.308 -1.507  0.1228
B: -1.588 -0.963 -1.916  0.1157
H: 2.610 -0.965 0.800  0.3732
C: -2.142 1.124 -0.455  1.1084
C: -1.090 0.857 0.589  -1.5512
C: -2.972 2.228 -0.310  -0.6610
C: -3.943 2.491 -1.273  -0.2529
C: -4.057 1.671 -2.401  -0.9245
H: -3.788 -0.327 -4.455  0.4517
H: -2.079 -0.315 -4.119  0.3386
H: -3.232 -1.447 -3.247  0.3150
H: -2.041 -2.058 -1.597  0.0336
H: -0.568 -0.796 -2.476  0.0380
H: -1.196 1.657 1.340  0.3142
H: -1.247 -0.101 1.102  0.3835
H: -0.051 0.915 0.228  0.4467
H: -2.837 2.867 0.562  0.3505
H: -4.600 3.344 -1.138  0.4419
H: -4.785 1.882 -3.182  0.4351
C: 2.014 -0.931 1.695  -0.1740
C: 2.444 0.364 2.191  -0.2337
C: 3.760 0.714 2.158  -0.3163
C: 4.838 -0.175 1.984  -0.3143
C: 4.861 -1.544 2.032  -0.3243
C: 3.800 -2.477 2.245  -0.2325
C: 2.456 -2.234 2.286  -0.4505
H: 0.921 -0.808 1.437  -0.2995
H: 1.663 1.058 2.486  0.4014
H: 4.008 1.746 2.385  0.3470
H: 5.820 0.290 1.953  0.2964
H: 5.848 -2.018 1.930  0.2843
H: 4.080 -3.540 2.306  0.2975
H: 1.699 -2.997 2.497  0.3669